Formula: C13H16N2O4
Source: the Open Molecules 2025 dataset
Level of theory: ωB97M-V with the def2-TZVPD basis set

Element x y z (Å)
C (2.924, 1.306, -1.500)
H (3.816, 1.492, -2.100)
H (2.173, 0.814, -2.120)
H (2.530, 2.235, -1.095)
O (3.244, 0.486, -0.383)
C (3.939, -0.633, -0.638)
O (4.334, -0.941, -1.727)
C (4.130, -1.445, 0.627)
H (5.168, -1.781, 0.663)
H (3.938, -0.816, 1.498)
C (3.224, -2.683, 0.601)
H (3.273, -3.188, 1.569)
C (1.749, -2.448, 0.278)
O (1.106, -3.282, -0.319)
N (1.245, -1.276, 0.747)
C (-0.024, -0.725, 0.532)
C (-1.074, -1.430, -0.048)
C (-2.296, -0.814, -0.230)
C (-2.502, 0.508, 0.159)
C (-1.452, 1.212, 0.741)
C (-0.230, 0.597, 0.922)
H (0.581, 1.152, 1.371)
H (-1.598, 2.234, 1.046)
N (-3.766, 1.067, -0.056)
C (-4.208, 2.329, 0.216)
O (-3.534, 3.203, 0.711)
C (-5.660, 2.523, -0.177)
H (-5.786, 2.356, -1.245)
H (-6.293, 1.824, 0.366)
H (-5.961, 3.538, 0.063)
H (-4.433, 0.433, -0.477)
H (-3.104, -1.371, -0.682)
H (-0.927, -2.451, -0.357)
H (1.886, -0.639, 1.197)
H (3.587, -3.383, -0.154)

Results
Energy above the lowest of the compared OMol25 structures with the same formula, charge and spin = 10.88 kcal/mol
Kohn-Sham gap = 8.69 eV
HOMO = -8.043 eV
Total charge = 0